ORCA calculation (ωB97M-V/def2-TZVPD) on an isolated molecule of C24H32N4O6.

Computed properties:
* F_max: 0.6 eV/Å
* E_HOMO: -0.320 hartree
* ΔE to the lowest compared entry with this formula, charge and spin: 21.2 kcal per mole
* Kohn-Sham gap: 9.3 eV
* multiplicity: 1
* E: -1604.306701 Eh

Each line ends with the Löwdin charge.
Element x y z (Å)
C (-7.930, -0.115, 0.979)  -0.062
C (-6.603, -0.102, 1.724)  -0.223
H (-6.204, -1.119, 1.797)  0.120
H (-6.716, 0.326, 2.723)  0.122
O (-5.643, 0.728, 1.077)  -0.016
C (-4.989, 0.167, 0.030)  -0.539
O (-5.123, -0.988, -0.304)  0.085
N (-4.195, 1.054, -0.611)  -0.039
C (-3.875, 2.369, -0.102)  -0.132
H (-4.608, 2.646, 0.653)  0.123
C (-2.460, 2.381, 0.481)  -0.104
H (-2.205, 3.386, 0.818)  0.122
H (-2.415, 1.706, 1.339)  0.124
C (-1.461, 1.921, -0.587)  -0.311
N (-0.110, 1.873, -0.078)  0.107
C (0.862, 2.725, -0.482)  -0.443
O (0.631, 3.725, -1.134)  0.072
C (2.243, 2.336, -0.078)  -0.122
C (3.205, 3.323, 0.087)  -0.003
C (4.515, 2.992, 0.382)  0.001
C (4.894, 1.659, 0.479)  -0.222
C (3.935, 0.650, 0.287)  -0.105
C (2.625, 1.001, 0.032)  0.034
H (1.899, 0.219, -0.126)  0.109
C (4.386, -0.787, 0.362)  -0.072
N (3.429, -1.733, -0.168)  -0.049
C (2.860, -2.651, 0.636)  -0.397
O (3.068, -2.742, 1.828)  0.080
C (1.923, -3.598, -0.126)  -0.166
N (1.102, -2.846, -1.056)  -0.005
C (1.591, -1.825, -1.770)  -0.444
O (0.925, -1.091, -2.471)  0.070
C (3.105, -1.691, -1.579)  -0.030
H (3.433, -0.740, -1.999)  0.141
H (3.604, -2.508, -2.118)  0.141
C (-0.307, -3.134, -0.875)  -0.113
C (-0.383, -3.547, 0.591)  -0.139
H (-0.398, -2.663, 1.230)  0.117
C (0.926, -4.316, 0.791)  -0.110
H (0.809, -5.355, 0.489)  0.118
H (1.279, -4.283, 1.821)  0.112
H (-1.260, -4.150, 0.809)  0.114
H (-0.600, -3.961, -1.531)  0.134
H (-0.899, -2.257, -1.132)  0.107
H (2.561, -4.312, -0.668)  0.164
H (4.554, -1.066, 1.408)  0.139
H (5.338, -0.889, -0.171)  0.140
O (6.159, 1.227, 0.739)  -0.082
C (7.172, 2.186, 0.936)  -0.076
H (7.316, 2.808, 0.047)  0.098
H (6.958, 2.825, 1.798)  0.098
H (8.080, 1.616, 1.128)  0.095
H (5.236, 3.782, 0.519)  0.105
H (2.912, 4.356, -0.021)  0.122
H (0.129, 1.093, 0.512)  0.136
C (-1.865, 0.542, -1.114)  -0.114
H (-1.176, 0.223, -1.899)  0.108
C (-3.297, 0.583, -1.644)  -0.123
H (-3.629, -0.410, -1.948)  0.124
H (-3.361, 1.264, -2.498)  0.133
H (-1.818, -0.178, -0.291)  0.118
H (-1.448, 2.651, -1.405)  0.153
H (-3.933, 3.079, -0.934)  0.132
H (-7.794, -0.558, -0.005)  0.075
H (-8.306, 0.899, 0.862)  0.077
H (-8.655, -0.703, 1.534)  0.076

ORCA calculation (ωB97M-V/def2-TZVPD) on the ion C4H9IN with charge +1 in a non-equilibrium geometry.

Computed properties:
* F_max: 5.2 eV/Å
* E_HOMO: -0.488 hartree
* ΔE to the lowest compared entry with this formula, charge and spin: 70.7 kcal per mole
* Kohn-Sham gap: 7.1 eV
* multiplicity: 1
* net charge: +1
* E: -509.890763 Eh

Each line ends with the Löwdin charge.
Element x y z (Å)
C (0.728, 0.112, 1.205)  -0.295
C (1.682, -0.613, 0.177)  -0.683
C (1.095, -1.561, -0.745)  -0.114
C (-1.509, 1.022, 0.106)  0.004
N (-0.028, 1.083, 0.509)  -0.080
I (3.566, 0.078, 0.045)  1.202
H (0.106, -0.703, 1.612)  0.143
H (1.454, 0.598, 1.907)  0.102
H (1.280, -1.693, -1.852)  0.138
H (0.053, -1.574, -0.450)  0.087
H (1.486, -2.475, -0.245)  0.137
H (-1.966, 0.362, 0.825)  0.085
H (-1.822, 2.089, 0.344)  0.121
H (-1.421, 0.763, -0.877)  0.044
H (0.542, 1.746, 0.025)  0.110